Molecular formula: C20H36N3O2
Method: DFT, the ωB97M-V functional and the def2-TZVPD basis

The value obtained for the relative energy (zero: lowest compared OMol25 entry of this formula, charge and spin) is 621.5 kJ/mol. Its largest force on an atom is 0.13851 Eh/bohr. Its gap between HOMO and LUMO is 0.1699 Eh. The value obtained for the calculated total energy is -29873.50744 eV. The value obtained for the HOMO energy is -10.41 eV.

The geometry in ORCA input format:
```
! wB97M-V def2-TZVPD RIJCOSX def2/J DEFGRID3
* xyz 1 1
C 0.7069 -6.3203 4.0350
C 0.6842 -5.1592 3.3912
C 1.0836 -3.9805 2.3603
C 2.3290 -3.0657 2.7852
N 2.7652 -1.9989 1.8530
C 2.0726 -1.7177 0.5668
C 0.8212 -2.5376 0.0758
C 0.2885 -3.7487 0.9827
C -0.9595 -4.6558 0.5202
O -0.9261 -5.9035 0.7331
O -2.0514 -4.0027 -0.1694
H 0.8093 -7.3949 4.4661
H 2.8677 -3.2430 3.7966
H 3.5916 -1.3997 2.0798
H 2.4701 -0.8668 -0.0921
H 0.2941 -2.2761 -0.9136
H -2.1607 -3.0695 0.1789
C -2.7374 3.4571 3.0403
C -2.1655 2.1420 3.5620
N -1.9887 1.1203 2.5340
C -1.6879 -0.2001 3.0750
C -0.3696 -0.3671 3.8189
C -1.1884 1.4992 1.3765
C 0.2496 1.9490 1.6307
H -3.6929 3.2995 2.5310
H -2.9125 4.1420 3.8749
H -2.0521 3.9572 2.3505
H -2.8736 1.7678 4.3109
H -1.2311 2.3537 4.0931
H -1.7349 -0.9432 2.2688
H -2.5010 -0.4789 3.7559
H 0.4752 -0.4181 3.1297
H -0.3804 -1.3113 4.3746
H -0.1899 0.4305 4.5411
H -1.7087 2.3043 0.8449
H -1.1744 0.6723 0.6559
H 0.3334 2.6289 2.4815
H 0.6260 2.4802 0.7517
H 0.9163 1.1010 1.7941
C -0.5976 3.0345 -2.5521
C 0.4399 2.6828 -3.6106
N 1.1440 1.4237 -3.3663
C 2.2995 1.2377 -4.2466
C 2.0324 1.0948 -5.7433
C 0.3117 0.2371 -3.1761
C -0.6423 -0.1481 -4.3053
H -0.1484 3.0685 -1.5545
H -1.0221 4.0205 -2.7615
H -1.4270 2.3220 -2.5380
H 1.1739 3.4972 -3.6150
H -0.0482 2.6957 -4.5908
H 2.8783 0.3703 -3.9065
H 2.9712 2.0927 -4.1038
H 1.6457 0.1055 -5.9904
H 2.9710 1.2121 -6.2949
H 1.3401 1.8492 -6.1197
H -0.2795 0.3747 -2.2619
H 0.9529 -0.6244 -2.9498
H -1.1717 0.7124 -4.7200
H -1.3975 -0.8417 -3.9240
H -0.1244 -0.6628 -5.1146
*
```


Molecular formula: C20H36NNdO3P2
Method: DFT, the ωB97M-V functional and the def2-TZVPD basis

The expectation value of S² is 3.7538. Its largest force on an atom is 0.05442 Eh/bohr. Its gap between HOMO and LUMO (alpha / beta) is 0.2272 / 0.2278 Eh. The value obtained for the calculated total energy is -62809.40975 eV. The value obtained for the HOMO energy (alpha / beta) is -6.39 / -6.40 eV.

The geometry in ORCA input format:
```
! wB97M-V def2-TZVPD RIJCOSX def2/J DEFGRID3
* xyz 0 4
C -0.6265 3.8749 -2.0310
C -0.7989 2.5890 -1.4539
N 0.1425 2.1443 -0.5242
C 1.0942 2.9857 -0.0631
C 1.1993 4.2885 -0.5454
C 0.3438 4.7289 -1.5568
C -1.9265 1.8144 -1.8243
P -2.5292 0.2728 -1.1687
Nd 0.0773 -0.2670 0.1656
P 2.8133 0.8033 0.8216
C 2.0908 2.5040 1.0195
C 0.2044 -2.8584 0.1638
C -0.8389 -3.5076 0.7983
C -0.7790 -4.9207 0.9178
C 0.3205 -5.6281 0.4173
C 1.3623 -4.9437 -0.2152
C 1.2835 -3.5452 -0.3575
O -0.0872 2.0952 -6.1162
O -0.4444 -3.0276 -4.2558
H -1.3197 4.1728 -2.8160
H 1.9898 4.9253 -0.1614
H 0.4337 5.7409 -1.9514
C -4.1214 0.7922 -0.4454
C -3.1941 -0.5987 -2.6483
H 2.9520 3.1898 0.9952
H 1.6277 2.5753 2.0249
H -0.2367 1.2375 -6.4947
H -2.4417 2.1535 -2.7313
C 3.2538 0.2962 2.5237
C 4.4060 1.0782 -0.0324
H -1.7006 -2.9597 1.1969
H -1.5916 -5.4600 1.4096
H 0.3760 -6.7131 0.5170
H 2.2343 -5.4710 -0.6052
H 2.1089 -3.0554 -0.8787
H 2.0377 -1.2952 -0.2432
H 0.3909 -3.5031 -4.1176
H -0.4159 -2.2619 -3.6829
H 0.8045 2.0002 -5.7273
H 2.6408 -1.0715 -0.6312
H -4.8651 1.0797 -1.1989
H -4.4918 -0.0701 0.1195
H -3.9546 1.6354 0.2324
H -3.9020 0.0482 -3.1801
H -2.3790 -0.8845 -3.3213
H -3.7126 -1.5098 -2.3259
H 5.1354 1.6081 0.6022
H 4.8086 0.0889 -0.3060
H 4.2273 1.6555 -0.9539
H 4.1027 0.8775 2.9128
H 2.3867 0.3990 3.1954
H 3.5380 -0.7683 2.4924
C -0.4889 0.9488 4.3190
C -0.8920 -0.2679 3.5175
C -2.3754 -0.5649 3.5899
O -0.4606 -0.1559 2.1753
H -1.0503 1.8383 4.0101
H 0.5799 1.1609 4.2237
H -0.7019 0.7581 5.3732
H -0.3746 -1.1258 3.9707
H -2.9689 0.2882 3.2406
H -2.6380 -1.4436 2.9938
H -2.6583 -0.7711 4.6254
*
```


Molecular formula: C20H37AlFO5
Method: DFT, the ωB97M-V functional and the def2-TZVPD basis

Its largest force on an atom is 0.02581 Eh/bohr. Its gap between HOMO and LUMO is 0.3048 Eh. The value obtained for the calculated total energy is -40899.45829 eV. The value obtained for the HOMO energy is -5.76 eV.

The geometry in ORCA input format:
```
! wB97M-V def2-TZVPD RIJCOSX def2/J DEFGRID3
* xyz -1 1
C -0.3216 4.4319 -1.6964
C -1.8381 4.2238 -1.6221
C -2.5108 4.9866 -0.4622
C -2.8945 4.1321 0.7533
C -1.7191 3.6063 1.5924
C -1.0668 2.3159 1.0883
C -2.0043 1.0928 1.0398
C -1.9952 0.3485 -0.3009
C -2.2331 -1.1593 -0.1910
C -1.7639 -1.9602 -1.4189
C -0.8673 -3.1658 -1.0965
C 0.6463 -2.9161 -1.0869
C 1.3266 -2.1896 0.0960
C 1.1688 -0.6460 0.0446
C 1.2796 0.0281 -1.3206
C 2.6859 0.0663 -1.8911
O 3.6417 0.4391 -1.3098
O 2.8106 -0.3351 -3.1917
O 2.6963 -2.5032 0.0408
Al 3.4134 -2.4315 1.6733
C 4.7925 -1.0689 2.0313
F 4.0510 -3.9545 2.1011
O 1.8019 -2.1952 2.4196
C 0.8229 -2.6273 1.5183
C 0.5280 -4.1360 1.7299
C 1.2700 -5.1581 0.9179
O 0.7338 -6.1345 0.4576
H -0.0831 5.4034 -2.1402
H 0.1644 3.6630 -2.3040
H 0.1348 4.4078 -0.7028
H -2.2840 4.5453 -2.5689
H -2.0565 3.1542 -1.5296
H -1.8447 5.7933 -0.1271
H -3.4187 5.4757 -0.8324
H -3.5338 4.7416 1.4031
H -3.5209 3.2976 0.4114
H -0.9554 4.3946 1.6345
H -2.0562 3.4466 2.6237
H -0.2145 2.0854 1.7360
H -0.6416 2.4873 0.0943
H -1.7151 0.3882 1.8283
H -3.0280 1.4069 1.2781
H -2.7484 0.7837 -0.9726
H -1.0265 0.5116 -0.7914
H -3.3014 -1.3425 -0.0212
H -1.7168 -1.5327 0.7027
H -1.2343 -1.2801 -2.0987
H -2.6335 -2.3242 -1.9770
H -1.0569 -3.9442 -1.8440
H -1.1848 -3.5972 -0.1426
H 0.9046 -2.4049 -2.0233
H 1.1595 -3.8792 -1.1485
H 1.9496 -0.2202 0.6812
H 0.2092 -0.3537 0.4933
H 1.0013 1.0856 -1.2185
H 0.5740 -0.4050 -2.0357
H 1.9632 -0.6787 -3.5011
H 4.3814 -0.0699 2.2162
H 5.4572 -0.9876 1.1622
H 5.4050 -1.3609 2.8928
H -0.1238 -2.1023 1.7348
H 0.8110 -4.3237 2.7748
H -0.5379 -4.3714 1.6388
H 2.3469 -4.9834 0.7575
*
```


Please write out number 2 again, unchanged.
Molecular formula: C20H36NNdO3P2
Method: DFT, the ωB97M-V functional and the def2-TZVPD basis

The expectation value of S² is 3.7538. Its largest force on an atom is 0.05442 Eh/bohr. Its gap between HOMO and LUMO (alpha / beta) is 0.2272 / 0.2278 Eh. The value obtained for the calculated total energy is -62809.40975 eV. The value obtained for the HOMO energy (alpha / beta) is -6.39 / -6.40 eV.

The geometry in ORCA input format:
```
! wB97M-V def2-TZVPD RIJCOSX def2/J DEFGRID3
* xyz 0 4
C -0.6265 3.8749 -2.0310
C -0.7989 2.5890 -1.4539
N 0.1425 2.1443 -0.5242
C 1.0942 2.9857 -0.0631
C 1.1993 4.2885 -0.5454
C 0.3438 4.7289 -1.5568
C -1.9265 1.8144 -1.8243
P -2.5292 0.2728 -1.1687
Nd 0.0773 -0.2670 0.1656
P 2.8133 0.8033 0.8216
C 2.0908 2.5040 1.0195
C 0.2044 -2.8584 0.1638
C -0.8389 -3.5076 0.7983
C -0.7790 -4.9207 0.9178
C 0.3205 -5.6281 0.4173
C 1.3623 -4.9437 -0.2152
C 1.2835 -3.5452 -0.3575
O -0.0872 2.0952 -6.1162
O -0.4444 -3.0276 -4.2558
H -1.3197 4.1728 -2.8160
H 1.9898 4.9253 -0.1614
H 0.4337 5.7409 -1.9514
C -4.1214 0.7922 -0.4454
C -3.1941 -0.5987 -2.6483
H 2.9520 3.1898 0.9952
H 1.6277 2.5753 2.0249
H -0.2367 1.2375 -6.4947
H -2.4417 2.1535 -2.7313
C 3.2538 0.2962 2.5237
C 4.4060 1.0782 -0.0324
H -1.7006 -2.9597 1.1969
H -1.5916 -5.4600 1.4096
H 0.3760 -6.7131 0.5170
H 2.2343 -5.4710 -0.6052
H 2.1089 -3.0554 -0.8787
H 2.0377 -1.2952 -0.2432
H 0.3909 -3.5031 -4.1176
H -0.4159 -2.2619 -3.6829
H 0.8045 2.0002 -5.7273
H 2.6408 -1.0715 -0.6312
H -4.8651 1.0797 -1.1989
H -4.4918 -0.0701 0.1195
H -3.9546 1.6354 0.2324
H -3.9020 0.0482 -3.1801
H -2.3790 -0.8845 -3.3213
H -3.7126 -1.5098 -2.3259
H 5.1354 1.6081 0.6022
H 4.8086 0.0889 -0.3060
H 4.2273 1.6555 -0.9539
H 4.1027 0.8775 2.9128
H 2.3867 0.3990 3.1954
H 3.5380 -0.7683 2.4924
C -0.4889 0.9488 4.3190
C -0.8920 -0.2679 3.5175
C -2.3754 -0.5649 3.5899
O -0.4606 -0.1559 2.1753
H -1.0503 1.8383 4.0101
H 0.5799 1.1609 4.2237
H -0.7019 0.7581 5.3732
H -0.3746 -1.1258 3.9707
H -2.9689 0.2882 3.2406
H -2.6380 -1.4436 2.9938
H -2.6583 -0.7711 4.6254
*
```


The highest calculated total energy belongs to which entry?
C20H36N3O2


Which of these has the highest calculated total energy?
C20H36N3O2